(1)
DFT (wB97M-V/def2-TZVPD) results for a molecular structure, C28H27AlClN5O4S2.

electronic energy	-3156.90172	Eh
gap between HOMO and LUMO	7.332	eV
M	624.12	u
HOMO level	-7.830	eV
ΔE to the lowest compared entry with this formula, charge and spin	0.0	kJ/mol
maximum force	0.203	eV/A

Positions of all 68 atoms, in Å:
Al 0.164 0.907 0.005
O 0.168 2.793 0.078
C 0.450 -1.747 1.549
C 0.833 -0.816 2.521
H 9.348 3.156 -2.984
S 0.567 0.896 2.287
H 11.564 2.116 -2.635
C -1.656 1.822 -2.248
C 0.725 -3.098 1.723
C -2.031 2.554 -3.371
H 0.438 -3.824 0.977
C 8.464 0.373 -1.174
C -3.477 2.832 -1.028
H 1.786 -0.561 4.414
O 0.875 4.241 -1.642
C 9.719 -0.209 -0.985
C -2.515 -0.223 -0.084
N 6.998 1.850 -1.896
H 2.260 -2.963 4.733
C 1.480 -1.282 3.667
C 2.693 1.497 -1.410
H -0.507 -3.102 -0.626
H 1.978 2.081 -1.973
C -0.117 -2.098 -0.800
H 5.085 -0.656 0.605
S -0.261 0.762 -2.293
H -3.560 1.723 1.396
H -2.157 -2.199 0.694
Cl 0.895 4.078 -0.225
C 4.937 0.809 -0.960
C -1.733 -1.193 0.775
H -2.435 -0.487 -1.137
C 9.447 2.230 -2.434
H -4.046 2.969 -0.120
N -1.990 1.158 0.079
H 1.592 -4.594 2.984
H 4.364 2.249 -2.474
H -2.105 2.761 1.427
C 1.378 -3.541 2.864
C 1.750 -2.628 3.839
H 6.560 2.682 -2.251
H -1.442 2.457 -4.273
C 10.813 0.437 -1.520
C 4.044 1.582 -1.686
N -0.289 -1.241 0.391
C 4.422 -0.034 0.022
C -2.469 1.739 1.350
H -4.678 4.237 -2.106
O 2.225 3.934 0.268
H -1.780 -0.897 1.821
C -3.839 3.556 -2.155
N 7.219 -0.050 -0.746
H -3.386 3.982 -4.208
C -3.116 3.412 -3.328
C 10.679 1.641 -2.233
C -2.397 1.963 -1.072
C 6.385 0.850 -1.186
H -3.573 -0.249 0.195
C 3.066 -0.044 0.250
H -2.067 1.174 2.183
H 2.651 -0.663 1.031
N 2.199 0.704 -0.453
H 9.815 -1.134 -0.434
C 8.347 1.571 -1.893
H -0.644 -1.654 -1.637
H 11.800 0.013 -1.390
O 0.170 5.093 0.448
H 0.941 -2.156 -1.052

Cartesian forces, eV/Å:
0.1 0.0 -0.1
-0.1 0.0 0.1
0.0 0.0 0.0
0.0 0.0 0.0
0.0 0.0 0.0
0.0 0.0 0.0
0.0 0.0 0.0
0.0 0.0 0.0
0.0 0.0 0.0
0.0 0.0 0.0
0.0 0.0 0.0
0.0 0.0 0.0
0.0 0.0 0.0
0.0 0.0 0.0
0.0 0.0 0.0
0.0 0.0 0.0
0.0 0.0 0.0
0.0 0.0 0.0
0.0 0.0 0.0
0.0 0.0 0.0
0.0 0.0 0.0
0.0 0.0 0.0
0.0 0.0 0.0
0.0 0.0 0.0
0.0 0.0 0.0
0.0 0.0 0.0
0.0 0.0 0.0
0.0 0.0 0.0
0.1 0.0 -0.1
0.0 0.0 0.0
0.0 0.0 0.0
0.0 0.0 0.0
0.0 0.0 0.0
0.0 0.0 0.0
0.0 0.0 0.0
0.0 0.0 0.0
0.0 0.0 0.0
0.0 0.0 0.0
0.0 0.0 0.0
0.0 0.0 0.0
0.0 0.0 0.0
0.0 0.0 0.0
0.0 0.0 0.0
0.0 0.0 0.0
0.0 0.0 0.0
0.0 0.0 0.0
0.0 0.0 0.0
0.0 0.0 0.0
0.0 0.0 0.0
0.0 0.0 0.0
0.0 0.0 0.0
0.0 0.0 0.0
0.0 0.0 0.0
0.0 0.0 0.0
0.0 0.0 0.0
0.0 0.0 0.0
0.0 0.0 0.0
0.0 0.0 0.0
0.0 0.0 0.0
0.0 0.0 0.0
0.0 0.0 0.0
0.0 0.0 0.0
0.0 0.0 0.0
0.0 0.0 0.0
0.0 0.0 0.0
0.0 0.0 0.0
0.0 0.0 0.0
0.0 0.0 0.0



(2)
DFT (wB97M-V/def2-TZVPD) results for a molecular structure, C28H27Cl3IrN3OSe.

spin multiplicity	6
electronic energy	-5208.72139	Eh
net charge	+1
gap between HOMO and LUMO (alpha / beta)	8.059 / 5.514	eV
M	799.08	u
HOMO level (alpha / beta)	-10.093 / -10.700	eV
ΔE to the lowest compared entry with this formula, charge and spin	0.8	kJ/mol
maximum force	0.166	eV/A

Positions of all 64 atoms, in Å:
H -5.344 -1.480 -2.306
H -2.476 3.131 2.265
C 0.493 2.476 -2.470
C -3.639 -1.758 -1.020
C 0.575 2.957 -3.789
C -4.874 -2.119 -1.570
N -0.044 -0.780 1.087
C 2.494 3.801 -1.979
C 0.520 -4.403 1.535
H 1.924 0.012 -2.225
C 1.487 0.374 4.247
H -3.602 0.684 1.156
H -0.884 2.747 3.761
H 0.932 2.156 5.308
H 0.903 -5.808 -0.043
C 0.191 -0.122 2.274
H -1.065 3.289 1.185
C 1.492 2.927 -1.597
C -2.842 0.529 1.919
H -3.231 0.862 2.886
C -4.875 -4.113 -0.228
C -3.647 -3.757 0.320
C 0.746 -4.769 0.214
H -6.442 -3.573 -1.593
C 0.335 -2.094 0.868
H -2.604 -0.531 1.971
H -3.171 -4.396 1.052
Cl -0.606 2.417 -4.926
C -5.487 -3.294 -1.170
O -0.488 1.651 -2.143
C 1.229 -0.442 3.164
C 0.085 -1.797 -2.770
C 0.315 -3.077 1.866
C -3.029 -2.583 -0.072
N -1.634 1.299 1.563
C 0.768 -3.803 -0.786
H 0.941 -4.097 -1.812
H -5.356 -5.031 0.080
H 0.077 -2.802 2.884
C 1.955 -0.855 -1.564
C 1.563 3.830 -4.197
H 0.487 -5.158 2.309
H 2.301 0.133 4.917
H 0.793 -2.436 -3.306
Cl 1.486 2.371 0.062
H 3.240 4.126 -1.267
Ir -0.643 0.461 -0.519
C -1.969 2.720 1.387
H 2.638 -1.602 -1.981
C 0.569 -2.473 -0.467
N 0.591 -1.420 -1.442
H -0.068 -0.885 -3.347
H 1.589 4.180 -5.220
H -2.074 -2.299 0.349
C 2.519 4.250 -3.285
C -0.303 1.852 3.586
H 1.862 -1.295 2.964
H -0.866 -2.317 -2.664
C -0.578 1.042 2.502
H -2.642 2.807 0.534
Se -2.848 -0.166 -1.625
C 0.724 1.518 4.461
Cl 3.761 5.343 -3.788
H 2.316 -0.546 -0.585

Cartesian forces, eV/Å:
0.0 0.0 0.0
0.0 0.0 0.0
0.1 0.0 0.1
0.0 0.0 0.0
0.0 0.0 0.0
0.0 0.0 0.0
0.0 0.0 0.1
0.0 0.0 0.0
0.0 0.0 0.0
0.0 0.0 0.0
0.0 0.0 0.0
0.0 0.0 0.0
0.0 0.0 0.0
0.0 0.0 0.0
0.0 0.0 0.0
0.0 0.0 0.0
0.0 0.0 0.0
0.0 0.0 0.0
0.0 0.0 0.0
0.0 0.0 0.0
0.0 0.0 0.0
0.0 0.0 0.0
0.0 0.0 0.0
0.0 0.0 0.0
0.0 0.0 0.0
0.0 0.0 0.0
0.0 0.0 0.0
0.0 0.0 0.0
0.0 0.0 0.0
-0.1 0.0 0.0
0.0 0.0 0.0
0.0 0.0 0.0
0.0 0.0 0.0
0.1 0.0 0.0
0.1 0.0 0.0
0.0 0.0 0.0
0.0 0.0 0.0
0.0 0.0 0.0
0.0 0.0 0.0
0.0 0.0 0.0
0.0 0.0 0.0
0.0 0.0 0.0
0.0 0.0 0.0
0.0 0.0 0.0
0.0 0.0 0.0
0.0 0.0 0.0
-0.1 0.0 0.0
0.0 0.0 0.0
0.0 0.0 0.0
-0.1 0.0 0.0
0.2 0.0 0.0
0.0 0.0 0.0
0.0 0.0 0.0
0.0 0.0 0.0
0.0 0.0 0.0
0.0 0.0 0.0
0.0 0.0 0.0
0.0 0.0 0.0
0.0 -0.1 0.0
0.0 0.0 0.0
0.0 0.1 0.0
0.0 0.0 0.0
0.0 0.0 0.0
0.0 0.0 0.0



(3)
DFT (wB97M-V/def2-TZVPD) results for C28H27Cl3N2O3 in the gas phase.

electronic energy	-2799.03858	Eh
gap between HOMO and LUMO	9.581	eV
M	545.89	u
structure (SMILES)	O=C(c1ccc(Cl)c(Cl)c1)N1CCC(=O)N([C@@H](COCc2cccc(Cl)c2)Cc2ccccc2)CC1
HOMO level	-9.011	eV
ΔE to the lowest compared entry with this formula, charge and spin	0.0	kJ/mol
maximum force	0.567	eV/A

Positions of all 63 atoms, in Å:
C 0.349 4.000 1.433
H -0.513 0.517 0.700
C 4.986 -1.353 1.037
C 0.018 4.437 -0.888
H 0.325 4.923 -1.803
C -3.455 -2.261 0.706
C -3.200 -3.292 1.602
H -2.366 -3.956 1.426
C -2.557 -2.050 -0.479
C -4.007 -3.476 2.711
H 4.436 2.137 -0.493
H -3.057 -1.420 -1.214
H -0.777 -1.994 0.739
H -0.347 -1.023 -3.193
H -3.069 1.892 1.279
H -1.955 -0.115 1.531
H -6.170 -0.931 2.228
C -0.768 3.182 1.454
Cl 5.220 -2.912 1.725
H -2.314 -3.010 -0.939
C -2.666 2.031 0.265
C 0.841 -2.121 -1.019
C 3.539 0.255 -0.006
H 2.919 -1.703 0.647
H 0.596 1.166 -3.171
C 2.444 -0.729 -2.446
H -1.503 -0.107 -2.208
H 2.393 -0.459 -3.505
C -5.077 -2.627 2.940
C -0.481 -0.481 -2.252
H 0.107 1.467 -1.486
C 0.751 4.632 0.269
N -0.280 -1.375 -1.137
H 2.565 -2.852 -1.997
C 3.732 -0.997 0.563
C 4.596 1.156 -0.073
C -1.474 0.010 0.550
C -1.240 -1.383 -0.044
H -4.730 -0.606 0.256
H -5.707 -2.770 3.806
H 1.627 5.261 0.270
H -1.662 3.462 -1.788
H -3.457 2.417 -0.385
H 3.494 -0.756 -2.152
H -1.059 2.695 2.372
C 0.487 0.715 -2.180
O 1.519 1.467 0.228
C -1.097 3.619 -0.881
N 1.788 0.313 -1.692
C 2.184 0.714 -0.460
C 6.048 -0.455 0.950
Cl 1.255 4.229 2.879
O 1.079 -2.799 -0.036
O -2.320 0.777 -0.288
C 5.846 0.801 0.398
H -3.800 -4.283 3.399
C -4.529 -1.414 0.944
C 1.795 -2.111 -2.212
H 6.671 1.493 0.344
H 1.250 -2.443 -3.096
C -1.497 2.986 0.290
Cl 7.609 -0.895 1.528
C -5.336 -1.596 2.054

Cartesian forces, eV/Å:
-0.2 0.0 -0.2
-0.1 -0.1 0.0
0.1 0.2 -0.1
0.0 0.0 -0.1
0.0 0.1 -0.1
-0.1 0.0 -0.1
0.0 0.0 0.0
0.1 -0.1 0.0
0.2 0.0 0.2
0.0 -0.1 0.1
0.0 0.1 0.0
0.0 -0.1 -0.1
-0.1 0.2 -0.1
-0.1 0.1 0.0
0.0 0.0 -0.1
0.0 0.0 -0.1
-0.1 0.0 0.0
0.0 0.1 -0.1
-0.1 -0.2 0.1
0.0 0.0 0.0
-0.1 0.2 0.0
0.2 -0.2 -0.5
0.2 0.0 0.3
-0.1 -0.1 0.0
0.0 0.0 0.0
0.2 -0.1 -0.1
0.1 -0.1 -0.1
0.1 0.0 0.1
-0.1 0.0 0.1
0.2 0.1 -0.3
0.0 -0.1 -0.2
0.0 0.0 0.1
-0.3 0.0 0.1
-0.1 0.0 0.0
0.0 0.1 0.0
-0.1 -0.1 0.0
0.2 -0.2 0.3
-0.3 0.2 0.2
0.0 0.1 -0.1
0.0 0.0 0.1
0.1 0.1 0.0
-0.1 0.0 -0.1
0.0 0.0 0.1
-0.1 0.0 -0.1
0.0 -0.1 0.1
-0.3 0.2 0.1
0.0 0.1 0.2
-0.1 0.0 0.1
-0.1 0.1 -0.4
0.2 0.1 0.0
-0.2 -0.1 0.0
0.2 0.0 0.3
0.2 -0.3 0.4
-0.1 -0.2 -0.2
0.0 -0.1 0.0
0.0 -0.1 0.1
0.0 0.0 0.0
0.0 -0.1 0.1
0.1 0.0 0.0
0.0 0.0 0.0
0.0 -0.1 0.0
0.2 0.1 0.0
-0.1 0.0 0.1